C64H130Cl8N12 | ωB97M-V/def2-TZVPD

Structure (XYZ):
```
214
Properties=species:S:1:pos:R:3:mulliken_charge:R:1
C -4.20 9.77 0.75 -1.506
C -4.05 8.27 0.47 -0.243
N -5.35 7.60 0.46 0.272
C -5.24 6.17 0.52 -1.593
C -4.54 5.36 -0.61 0.205
C -6.25 8.09 -0.57 -0.156
C -7.66 7.49 -0.46 -1.482
H -4.89 9.87 1.59 0.351
H -4.62 10.29 -0.11 0.296
H -3.23 10.18 1.02 0.442
H -3.48 8.07 -0.45 0.233
H -3.46 7.88 1.30 0.313
H -4.56 5.95 1.36 0.404
H -6.18 5.67 0.75 0.495
H -4.34 4.35 -0.27 0.152
H -5.10 5.33 -1.55 0.279
H -3.59 5.85 -0.83 -0.201
H -5.89 7.97 -1.60 0.245
H -6.47 9.15 -0.43 0.407
H -8.01 7.61 0.57 0.357
H -7.73 6.43 -0.71 0.266
H -8.36 8.11 -1.02 0.437
C 5.68 -1.63 1.77 -1.240
C 5.49 -0.39 0.92 -0.184
N 4.17 0.21 1.22 1.105
C 3.73 1.03 0.08 0.706
C 4.58 2.28 -0.26 -1.943
C 4.15 0.93 2.47 -0.588
C 2.74 1.30 2.91 -0.681
H 5.05 -2.47 1.50 -0.007
H 5.64 -1.48 2.85 0.509
H 6.68 -2.03 1.53 0.447
H 6.24 0.37 1.20 0.396
H 5.59 -0.61 -0.14 -0.139
H 3.74 0.41 -0.82 -0.263
H 2.72 1.39 0.27 -0.194
H 4.09 2.78 -1.09 0.490
H 4.67 3.02 0.53 0.316
H 5.56 1.91 -0.57 0.430
H 4.74 1.85 2.43 0.350
H 4.52 0.32 3.30 0.426
H 2.25 2.06 2.31 -0.198
H 2.75 1.60 3.96 0.527
H 2.14 0.39 2.81 -0.117
C 5.28 -1.13 -3.07 -1.442
C 4.37 -2.31 -3.41 0.644
N 4.96 -3.61 -3.07 0.172
C 5.20 -3.78 -1.62 -1.531
C 3.93 -3.62 -0.75 1.186
C 6.25 -3.90 -3.72 -0.583
C 6.12 -4.00 -5.24 -1.302
H 4.74 -0.19 -3.18 0.328
H 6.13 -1.15 -3.75 0.394
H 5.72 -1.21 -2.08 0.177
H 3.42 -2.26 -2.87 -0.978
H 4.11 -2.23 -4.46 0.649
H 5.56 -4.80 -1.45 0.644
H 6.01 -3.13 -1.28 0.452
H 3.74 -2.55 -0.67 -0.796
H 3.17 -4.26 -1.21 -0.330
H 4.17 -4.01 0.23 0.410
H 6.59 -4.88 -3.37 0.510
H 7.01 -3.18 -3.41 0.432
H 5.15 -4.40 -5.55 0.237
H 6.85 -4.71 -5.63 0.427
H 6.28 -3.07 -5.78 0.245
C -5.18 -0.77 6.44 -1.265
C -3.74 -0.68 5.92 -0.068
N -2.75 -1.05 6.93 0.246
C -1.49 -1.49 6.37 -1.130
C -0.61 -0.34 5.88 -0.257
C -2.71 -0.18 8.09 -0.196
C -1.85 -0.73 9.25 -1.287
H -5.93 -0.32 5.78 0.292
H -5.24 -0.22 7.38 0.367
H -5.51 -1.80 6.55 0.321
H -3.69 -1.38 5.10 0.034
H -3.54 0.33 5.54 0.246
H -1.69 -2.22 5.59 0.390
H -0.96 -2.03 7.15 0.391
H 0.39 -0.61 5.56 -0.101
H -0.45 0.43 6.64 0.392
H -1.12 0.14 5.04 0.105
H -2.34 0.83 7.88 0.337
H -3.72 -0.10 8.49 0.250
H -0.87 -0.99 8.84 0.263
H -1.67 0.04 10.00 0.397
H -2.36 -1.56 9.74 0.321
C 1.11 3.93 0.28 -0.811
C 0.17 5.13 0.21 -0.216
N 0.53 6.13 -0.81 0.031
C 0.28 5.59 -2.16 0.472
C 1.03 6.37 -3.22 -1.746
C -0.21 7.37 -0.64 -0.158
C -0.05 8.00 0.75 -1.559
H 1.38 3.54 -0.70 0.144
H 0.61 3.18 0.89 0.218
H 2.04 4.24 0.75 0.211
H -0.86 4.80 -0.01 0.096
H 0.24 5.64 1.17 0.466
H 0.70 4.60 -2.26 0.105
H -0.79 5.60 -2.40 -0.042
H 2.10 6.41 -2.99 0.405
H 1.03 5.92 -4.22 0.375
H 0.72 7.42 -3.29 0.325
H -1.30 7.32 -0.82 0.252
H 0.09 8.07 -1.42 0.359
H -0.31 9.06 0.76 0.404
H 0.95 7.90 1.16 0.395
H -0.73 7.51 1.45 0.327
C 0.66 -5.32 -0.32 0.653
C 1.15 -6.63 0.31 -1.387
N 1.14 -6.56 1.77 0.861
C 1.93 -7.62 2.40 -0.783
C 3.43 -7.43 2.13 -1.043
C -0.18 -6.46 2.40 -0.260
C -1.10 -7.68 2.20 -1.335
H 1.00 -5.34 -1.36 -0.615
H 1.01 -4.43 0.19 -0.426
H -0.43 -5.30 -0.26 0.614
H 0.55 -7.48 -0.03 0.330
H 2.19 -6.71 -0.01 0.448
H 1.83 -7.63 3.49 0.514
H 1.61 -8.64 2.16 0.472
H 3.95 -8.36 1.88 0.316
H 3.75 -6.83 1.27 0.034
H 3.95 -6.96 2.97 0.291
H -0.73 -5.57 2.10 -0.204
H 0.03 -6.26 3.46 0.535
H -1.20 -7.74 1.12 0.306
H -2.08 -7.47 2.63 0.458
H -0.71 -8.57 2.68 0.292
C -2.27 1.35 -0.91 -0.591
C -1.26 0.75 0.05 -0.570
N -0.78 -0.58 -0.29 1.376
C -0.02 -1.24 0.78 1.846
C -0.74 -1.27 2.11 -1.146
C -0.06 -0.48 -1.55 -0.327
C 0.72 -1.72 -1.95 -0.248
H -2.77 2.19 -0.42 0.236
H -3.01 0.63 -1.26 -0.340
H -1.79 1.74 -1.82 0.131
H -0.44 1.46 0.21 0.256
H -1.74 0.73 1.03 0.410
H 0.01 -2.28 0.42 -0.359
H 1.03 -0.93 0.89 -0.658
H -0.91 -0.30 2.57 0.339
H -1.69 -1.81 2.10 -0.222
H -0.15 -1.85 2.82 0.136
H 0.66 0.35 -1.52 0.276
H -0.70 -0.28 -2.42 -0.166
H 1.56 -1.97 -1.30 -0.217
H 1.25 -1.50 -2.88 -0.192
H 0.17 -2.63 -2.19 0.102
C -5.75 -0.38 1.76 0.014
Cl -6.63 -1.88 1.73 -0.088
Cl -4.13 -0.72 2.45 0.006
Cl -5.48 0.21 0.12 0.072
Cl -6.51 0.89 2.74 -0.113
C -5.25 1.31 -3.89 0.052
Cl -6.60 0.27 -3.42 -0.065
Cl -4.97 2.54 -2.63 0.057
Cl -3.78 0.32 -4.05 -0.039
Cl -5.67 2.11 -5.40 -0.087
N -1.16 5.40 -6.01 0.139
C -2.10 6.10 -5.31 -0.932
C -2.65 5.31 -4.35 -0.352
C -2.08 3.99 -4.52 0.577
C -1.18 4.10 -5.54 -1.140
H -0.64 5.76 -6.79 0.184
H -2.23 7.14 -5.57 0.415
H -3.37 5.58 -3.60 0.392
H -2.27 3.08 -3.98 0.279
H -0.51 3.44 -6.06 0.480
N 0.74 -0.11 -6.15 0.103
C 0.77 0.53 -4.95 -1.390
C 2.09 0.66 -4.60 0.169
C 2.86 0.18 -5.69 -0.683
C 2.01 -0.32 -6.63 -0.773
H -0.07 -0.37 -6.69 0.198
H -0.19 0.69 -4.48 0.857
H 2.46 1.07 -3.67 0.649
H 3.94 0.12 -5.70 0.552
H 2.20 -0.88 -7.53 0.402
N -2.98 -2.72 -0.71 0.574
C -4.00 -2.77 -1.63 -0.406
C -4.77 -3.84 -1.29 -0.906
C -4.20 -4.49 -0.17 -0.973
C -3.10 -3.74 0.18 -0.285
H -2.24 -2.01 -0.65 -0.053
H -3.99 -2.05 -2.43 0.398
H -5.60 -4.18 -1.90 0.430
H -4.58 -5.33 0.40 0.456
H -2.40 -3.89 0.99 0.453
N 2.62 -5.13 -3.86 0.464
C 2.39 -6.48 -3.81 -0.656
C 1.10 -6.68 -4.23 -0.841
C 0.54 -5.43 -4.56 -0.640
C 1.52 -4.48 -4.37 -0.542
H 3.52 -4.68 -3.63 0.365
H 3.20 -7.15 -3.57 0.474
H 0.52 -7.59 -4.29 0.412
H -0.42 -5.22 -5.00 0.481
H 1.53 -3.41 -4.52 0.570
N 2.24 -4.18 3.10 0.656
C 2.33 -2.84 2.87 -0.726
C 2.34 -2.16 4.05 -0.064
C 2.24 -3.14 5.08 -1.616
C 2.23 -4.37 4.47 -0.396
H 2.12 -4.90 2.38 -0.110
H 2.35 -2.51 1.84 0.746
H 2.28 -1.11 4.25 0.493
H 2.13 -3.03 6.15 0.503
H 2.22 -5.38 4.83 0.496
```

The LUMO energy comes out at 0.13 eV. Its HOMO-LUMO gap is 7.997 eV.

***

C64H145BN7O3 | ωB97M-V/def2-TZVPD

Structure (XYZ):
```
220
Properties=species:S:1:pos:R:3:mulliken_charge:R:1
B 1.52 -0.99 -0.39 5.314
H 2.50 -0.70 -0.73 -1.343
H 0.88 -0.14 -0.21 -0.828
H 1.07 -1.72 -1.06 -1.168
H 1.59 -1.46 0.58 -1.700
C -0.22 -5.36 -4.14 -1.076
C -1.63 -4.92 -3.94 -0.396
C -1.71 -3.66 -2.98 0.021
N -3.11 -2.98 -2.90 0.619
C -4.20 -4.03 -2.68 -0.318
C -5.54 -3.37 -2.25 -1.022
C -5.45 -2.54 -0.98 -1.049
C -4.38 -1.50 -1.28 0.493
C -2.99 -2.06 -1.63 -0.259
C -3.35 -2.10 -4.13 -0.772
H 0.21 -5.20 -3.15 0.025
H 0.34 -4.88 -4.94 0.352
H -0.26 -6.44 -4.26 0.428
H -2.11 -5.76 -3.43 0.377
H -2.15 -4.78 -4.89 0.380
H -1.01 -2.88 -3.27 0.215
H -1.35 -4.02 -2.02 -0.188
H -3.84 -4.77 -1.96 0.103
H -4.29 -4.52 -3.65 0.565
H -6.18 -4.25 -2.18 0.525
H -6.01 -2.80 -3.05 0.323
H -5.37 -3.20 -0.12 0.392
H -6.44 -2.08 -0.97 0.403
H -4.53 -0.85 -0.41 -0.350
H -4.66 -0.80 -2.06 0.553
H -2.64 -2.70 -0.83 -0.357
H -2.20 -1.32 -1.80 0.190
H -3.23 -2.73 -5.01 0.407
H -2.77 -1.18 -4.06 0.146
H -4.37 -1.71 -4.13 0.371
C -7.01 5.55 -3.48 -1.537
C -6.32 5.16 -2.25 0.096
C -6.75 3.75 -1.87 -0.607
N -6.05 3.17 -0.55 0.415
C -4.52 2.97 -0.66 -1.481
C -3.88 2.60 0.76 1.559
C -4.28 3.62 1.78 -0.949
C -5.86 3.64 1.95 -1.136
C -6.51 3.98 0.68 -0.563
C -6.64 1.70 -0.38 -1.180
H -6.92 6.60 -3.75 0.400
H -8.08 5.38 -3.54 0.387
H -6.58 5.05 -4.35 0.377
H -6.58 5.87 -1.46 0.303
H -5.24 5.21 -2.42 0.137
H -6.30 3.06 -2.59 0.290
H -7.82 3.61 -1.74 0.492
H -4.02 3.89 -0.96 0.351
H -4.30 2.23 -1.44 0.587
H -2.79 2.58 0.64 -0.476
H -4.06 1.60 1.17 -0.322
H -3.85 4.58 1.48 0.348
H -3.77 3.48 2.74 0.514
H -6.05 4.43 2.69 0.520
H -6.35 2.74 2.30 0.311
H -6.01 4.93 0.51 0.373
H -7.59 4.00 0.73 0.461
H -6.30 1.17 -1.26 0.554
H -7.72 1.80 -0.31 0.343
H -6.24 1.28 0.55 0.436
C -0.21 3.75 0.76 -1.091
C 0.69 4.78 1.25 0.020
C -0.12 6.12 1.43 -1.314
N 0.58 7.05 2.46 -0.052
C -0.15 8.44 2.53 -0.659
C 0.10 9.24 1.17 -0.573
C 1.56 9.39 0.85 -0.721
C 2.18 7.98 0.81 -0.482
C 2.09 7.31 2.17 -0.600
C 0.45 6.56 3.88 -0.901
H -0.92 4.00 -0.03 0.580
H -0.67 3.38 1.67 0.664
H 0.39 2.96 0.30 -0.228
H 1.37 4.95 0.42 0.400
H 1.27 4.53 2.13 0.216
H -1.11 5.94 1.85 0.368
H -0.38 6.71 0.55 0.412
H -1.19 8.28 2.83 0.422
H 0.29 9.09 3.29 0.431
H -0.51 8.82 0.37 0.287
H -0.22 10.27 1.31 0.432
H 1.66 9.91 -0.10 0.357
H 2.02 9.93 1.68 0.295
H 1.76 7.38 0.01 0.238
H 3.25 8.02 0.59 0.446
H 2.71 6.42 2.24 0.422
H 2.43 8.04 2.91 0.516
H -0.51 6.06 3.98 0.355
H 0.67 7.38 4.57 0.453
H 1.16 5.73 3.94 0.424
C -4.36 -4.20 6.25 -1.221
C -3.12 -3.57 5.65 -0.305
C -3.46 -2.89 4.30 -1.162
N -2.32 -2.20 3.50 0.498
C -1.89 -0.89 4.29 -0.922
C -0.90 0.01 3.51 -0.754
C -1.54 0.43 2.19 -0.004
C -1.85 -0.86 1.31 1.085
C -2.84 -1.83 2.08 -1.249
C -1.18 -3.23 3.30 -0.546
H -4.76 -4.91 5.53 0.333
H -4.98 -3.30 6.25 0.302
H -4.13 -4.59 7.25 0.379
H -2.46 -4.37 5.32 0.321
H -2.49 -2.98 6.30 0.400
H -4.22 -2.11 4.40 0.714
H -3.87 -3.55 3.53 0.590
H -2.84 -0.42 4.52 0.376
H -1.41 -1.17 5.23 0.448
H -0.69 0.89 4.12 0.652
H 0.09 -0.39 3.31 0.088
H -2.50 0.89 2.44 0.205
H -0.83 1.09 1.67 -0.321
H -2.27 -0.48 0.38 0.025
H -0.93 -1.34 0.98 -0.686
H -3.78 -1.33 2.30 0.619
H -2.95 -2.79 1.57 0.153
H -1.74 -4.17 3.21 0.439
H -0.58 -3.22 4.21 0.450
H -0.51 -2.97 2.48 -0.373
C 5.42 -3.15 -2.44 -0.944
C 4.41 -4.05 -1.68 -0.522
C 4.02 -3.60 -0.22 0.597
N 3.12 -4.67 0.50 0.608
C 3.92 -5.98 0.73 -0.485
C 3.13 -6.94 1.56 -0.970
C 2.62 -6.49 2.90 -0.916
C 1.78 -5.16 2.72 -0.668
C 2.45 -4.10 1.80 0.331
C 1.93 -4.94 -0.46 -1.375
H 4.93 -2.19 -2.64 -0.171
H 5.66 -3.63 -3.39 0.452
H 6.32 -2.98 -1.85 0.464
H 4.99 -4.97 -1.58 0.243
H 3.59 -4.31 -2.36 0.237
H 3.37 -2.72 -0.19 -0.863
H 4.81 -3.46 0.52 0.509
H 4.76 -5.64 1.35 0.353
H 4.29 -6.40 -0.20 0.507
H 3.59 -7.92 1.66 0.506
H 2.36 -7.30 0.87 0.319
H 3.51 -6.42 3.52 0.304
H 1.95 -7.28 3.24 0.453
H 1.66 -4.79 3.74 0.443
H 0.76 -5.33 2.38 0.202
H 3.25 -3.66 2.40 0.271
H 1.73 -3.32 1.55 -0.503
H 1.11 -5.38 0.10 0.844
H 2.30 -5.62 -1.23 0.612
H 1.51 -4.01 -0.85 -0.456
C 3.70 -3.24 -5.74 -1.102
C 2.83 -1.95 -5.70 -0.427
C 3.31 -0.90 -4.65 0.042
N 2.49 0.44 -4.54 0.550
C 1.10 0.18 -3.89 -0.046
C 0.30 1.41 -3.31 -0.877
C 1.34 2.33 -2.50 0.932
C 2.57 2.65 -3.31 -1.225
C 3.36 1.41 -3.68 -0.610
C 2.23 0.98 -5.94 -1.021
H 3.53 -3.92 -6.58 0.440
H 3.64 -3.63 -4.72 -0.041
H 4.73 -2.93 -5.86 0.458
H 1.81 -2.17 -5.38 0.203
H 2.81 -1.54 -6.71 0.357
H 4.31 -0.56 -4.94 0.715
H 3.37 -1.29 -3.64 -0.685
H 1.15 -0.53 -3.05 -0.425
H 0.48 -0.32 -4.63 0.580
H -0.38 1.02 -2.55 -0.010
H -0.21 1.96 -4.10 0.615
H 1.71 1.80 -1.62 -1.035
H 0.83 3.19 -2.07 0.711
H 3.17 3.31 -2.69 0.572
H 2.34 3.20 -4.21 0.353
H 3.74 0.84 -2.83 0.208
H 4.24 1.68 -4.27 0.465
H 1.51 1.79 -5.86 0.443
H 1.89 0.32 -6.75 0.353
H 3.16 1.47 -6.24 0.341
C 7.01 0.56 -1.26 -1.508
C 6.14 1.26 -0.21 -0.121
C 5.31 0.21 0.64 0.150
N 4.41 0.82 1.83 0.883
C 5.33 1.67 2.77 -0.801
C 6.25 0.75 3.65 -0.652
C 5.48 -0.31 4.47 -1.174
C 4.55 -1.11 3.48 -1.034
C 3.63 -0.24 2.63 0.993
C 3.30 1.79 1.34 -1.337
H 7.27 1.24 -2.06 0.417
H 6.58 -0.36 -1.66 0.205
H 7.91 0.21 -0.75 0.449
H 5.44 1.77 -0.88 0.144
H 6.68 2.00 0.38 0.239
H 5.86 -0.66 1.00 0.650
H 4.59 -0.25 -0.04 -0.757
H 5.97 2.37 2.23 0.593
H 4.61 2.14 3.43 0.473
H 6.94 0.16 3.06 0.262
H 6.72 1.45 4.34 0.472
H 6.17 -1.00 4.95 0.443
H 4.88 0.17 5.24 0.374
H 5.16 -1.80 2.90 0.225
H 3.83 -1.63 4.11 0.674
H 3.10 -0.94 1.98 -1.095
H 2.88 0.27 3.22 0.503
H 3.77 2.66 0.89 0.577
H 2.68 2.12 2.18 0.415
H 2.67 1.34 0.57 -0.125
O -2.77 -6.98 -0.13 -0.609
C -2.61 -5.93 0.68 0.166
O -3.42 -5.80 1.56 -0.699
O -1.79 -5.13 0.27 0.078
H -1.97 -6.70 -0.57 0.285
```

The charge is +5. The LUMO energy comes out at -9.28 eV. Its HOMO-LUMO gap is 6.725 eV.

***

- The lowest LUMO energy belongs to which entry?
  C64H145BN7O3

***

- LUMO energy of number 2 (C64H145BN7O3)?
  -9.28 eV

***

- LUMO energy of number 1 (C64H130Cl8N12)?
  0.13 eV